Entry 1:
ORCA calculation (wB97M-V/def2-TZVPD) on a molecular structure, C9H30NaO6.

Structure (XYZ):
```
46
Properties=species:S:1:pos:R:3:mulliken_charge:R:1
Na 0.310 -0.266 0.382 0.6204
C -1.003 -3.896 0.616 -0.8255
C 0.468 -3.792 0.839 -0.2671
O 0.725 -2.530 1.311 -0.2555
H -1.381 -3.093 -0.017 -0.0295
H -1.451 -3.867 1.609 0.2865
H -1.252 -4.851 0.153 0.4290
H 0.963 -3.891 -0.127 0.2289
H 0.772 -4.550 1.560 0.3669
H 1.548 -2.560 1.803 0.1762
C -1.271 0.402 -3.099 -0.7594
C -2.367 0.114 -2.055 -0.4250
O -1.726 -0.747 -1.123 -0.3440
H -1.677 0.934 -3.959 0.3954
H -0.906 -0.550 -3.483 0.3004
H -0.411 0.949 -2.713 -0.1255
H -3.170 -0.515 -2.440 0.4004
H -2.803 0.961 -1.526 0.3591
H -2.471 -1.003 -0.573 0.2172
C -0.345 4.021 -1.623 -1.0897
C -0.424 3.194 -0.305 0.0534
O 0.724 2.407 -0.263 -0.0441
H -1.211 4.673 -1.733 0.3736
H -0.275 3.323 -2.457 0.2814
H 0.580 4.565 -1.812 0.4257
H -1.305 2.563 -0.422 0.0933
H -0.435 3.836 0.576 0.4429
H 1.458 3.009 -0.120 0.3423
C 2.935 -0.125 -1.783 -0.6664
O 1.950 -1.080 -1.473 -0.2820
H 3.884 -0.347 -2.271 0.3592
H 2.455 0.568 -2.474 0.2786
H 3.194 0.403 -0.865 0.2494
H 1.736 -1.591 -2.257 0.2754
C 2.168 0.887 3.013 -0.6842
O 2.075 -0.319 2.178 -0.3543
H 2.053 0.659 4.072 0.3766
H 3.149 1.339 2.869 0.3215
H 1.384 1.598 2.750 0.1396
H 2.412 -1.017 2.745 0.2404
C -1.999 -0.282 2.365 -0.4690
O -1.146 0.785 1.978 -0.3293
H -3.045 0.024 2.416 0.3587
H -1.978 -1.155 1.713 -0.0166
H -1.713 -0.632 3.356 0.3097
H -1.177 1.448 2.671 0.2651
```

Output
orbital gap (spin up / spin down) = 0.358 / 0.097 Eh
charge = +2
<S²> = 0.754
2S+1 = 2



Entry 2:
ORCA calculation (wB97M-V/def2-TZVPD) on 6 unconnected molecules or ions with the total composition C9H30O6.

Structure (XYZ):
```
45
Properties=species:S:1:pos:R:3:mulliken_charge:R:1
O -10.056 -9.434 8.471 -0.6097
H -9.552 -9.489 7.650 0.2602
H -10.512 -8.584 8.418 0.2884
O -7.981 -11.885 7.062 -0.6013
H -7.699 -12.790 6.904 0.2587
H -8.084 -11.817 8.018 0.2935
O -10.971 -6.773 7.982 -0.6267
H -11.348 -6.221 7.292 0.2842
H -11.114 -6.291 8.802 0.3005
C -15.449 -8.116 11.931 -1.3429
C -14.634 -8.625 10.760 0.4849
C -13.166 -8.817 11.136 -0.9366
O -15.122 -9.901 10.344 -0.5682
H -16.500 -8.020 11.631 0.3790
H -15.122 -7.134 12.271 0.3643
H -15.438 -8.847 12.740 0.3077
H -14.671 -7.895 9.942 0.2144
H -12.930 -8.194 12.008 0.3206
H -12.481 -8.519 10.346 0.1055
H -13.003 -9.842 11.461 0.3103
H -15.927 -9.792 9.832 0.3172
C -9.232 -9.207 3.181 -1.3854
C -8.758 -10.348 4.059 0.6670
C -7.689 -11.183 3.345 -1.2582
O -8.241 -9.759 5.232 -0.5432
H -10.077 -8.690 3.645 0.2950
H -9.505 -9.497 2.170 0.3800
H -8.428 -8.466 3.136 0.3392
H -9.590 -11.028 4.299 0.2116
H -8.075 -11.587 2.409 0.3703
H -7.290 -11.967 3.990 0.3016
H -6.842 -10.528 3.110 0.3007
H -7.972 -10.469 5.833 0.3772
C -9.684 -11.170 13.046 -1.5161
C -9.781 -10.123 11.976 1.5025
C -9.373 -8.727 12.452 -1.2307
O -9.041 -10.523 10.834 -0.5637
H -8.628 -11.391 13.247 0.3489
H -10.179 -12.108 12.809 0.3759
H -10.088 -10.768 13.979 0.3453
H -10.835 -10.040 11.676 -0.4471
H -9.144 -8.118 11.570 0.3021
H -8.446 -8.739 13.033 0.3340
H -10.179 -8.215 12.978 0.3108
H -9.447 -10.086 10.068 0.3781
```

Output
orbital gap = 0.358 Eh



Entry 3:
ORCA calculation (wB97M-V/def2-TZVPD) on 6 unconnected molecules or ions with the total composition C9H30O7.

Structure (XYZ):
```
46
Properties=species:S:1:pos:R:3:mulliken_charge:R:1
C -2.053 -4.213 -0.807 -0.6494
O -0.735 -3.874 -1.161 -0.5107
H -2.639 -4.143 -1.723 0.2804
H -2.064 -5.243 -0.449 0.2873
H -2.560 -3.506 -0.151 0.2633
H -0.362 -4.681 -1.523 0.3092
C -1.413 1.865 3.955 -0.1347
O -1.509 1.105 5.140 -0.5124
H -0.401 2.221 3.758 0.2541
H -1.608 1.366 3.005 -0.1894
H -2.183 2.636 3.953 0.2844
H -1.513 1.739 5.861 0.3344
C -1.637 -0.570 0.414 -0.4186
O -0.741 -1.601 0.843 -0.4238
H -2.456 -0.544 1.133 0.3071
H -1.130 0.383 0.264 -0.0571
H -2.185 -0.879 -0.476 0.3858
H -0.703 -2.240 0.127 0.2342
C 0.704 2.128 -2.251 -0.2973
O 2.102 1.957 -2.307 -0.2546
H 0.284 1.880 -3.226 0.3046
H 0.332 1.617 -1.363 0.1230
H 0.588 3.211 -2.295 0.2895
H 2.349 1.037 -2.189 0.5139
C -3.065 3.241 1.227 -0.1133
O -4.459 3.363 0.814 -0.5243
H -2.399 3.313 0.368 0.1704
H -2.815 4.114 1.830 0.3328
H -2.845 2.330 1.784 -0.1846
H -4.950 3.030 1.568 0.2907
C 1.178 -1.602 -3.325 -0.7466
O 1.827 -0.813 -2.306 -0.3385
C 2.348 -1.572 -1.210 -0.5505
C 2.650 -0.687 0.019 -0.4850
O 3.675 0.253 -0.379 -0.2043
C 4.276 1.045 0.615 -0.7341
H 0.648 -1.074 -4.117 0.3339
H 0.407 -2.292 -2.984 0.1797
H 2.002 -2.198 -3.719 0.3470
H 3.294 -2.014 -1.521 0.4453
H 1.672 -2.382 -0.937 0.3199
H 3.016 -1.371 0.785 0.5394
H 1.692 -0.229 0.265 0.2516
H 3.556 1.740 1.047 0.3145
H 5.076 1.674 0.224 0.2801
H 4.748 0.479 1.418 0.3523
```

Output
orbital gap (spin up / spin down) = 0.375 / 0.127 Eh
charge = +1
<S²> = 0.756
2S+1 = 2



E_tot: -973.93052 -812.33162 -887.06178 (hartree)
Max |F|: 2.56 0.98 1.98 (eV/Å)